[1]
{"formula": "C4H10O2", "method": "the ωB97M-V functional and the def2-TZVPD basis", "charge": 0, "de_lowest_kcal_mol": 70.0, "smiles": "C/C=C/CO.O", "e_tot_ha": -308.78656, "lumo_ev": 0.608, "fmax_ev_per_a": 3.551, "gap_ev": 9.44, "elements": ["H", "O", "H", "C", "H", "O", "H", "H", "C", "C", "H", "H", "H", "C", "H", "H"], "coordinates": [[-1.163, -2.556, 1.448], [-0.891, -1.989, 2.206], [2.256, -1.864, -0.433], [0.831, -0.436, -1.055], [-1.763, 2.701, -0.272], [-0.821, 2.592, -0.674], [0.647, -2.349, 0.130], [1.171, -2.650, -1.575], [0.117, 1.798, 0.014], [0.033, 0.370, -0.334], [1.482, -0.070, -1.822], [-0.269, 1.836, 0.986], [-1.029, 0.017, -0.026], [1.124, -1.914, -0.747], [-1.344, -1.166, 2.071], [1.076, 2.370, -0.034]], "forces_ev_per_a": [[0.2433, 0.6881, 0.8777], [0.0144, -1.3490, -0.6484], [-1.9202, -0.0719, -0.4295], [-0.2621, -0.9916, 0.9199], [2.9241, -0.7332, -0.6737], [-3.0647, 1.5331, -0.9294], [-0.3459, 0.2866, -0.2040], [-0.4777, 0.6175, 0.1772], [-0.1848, 1.2711, -0.7582], [-1.7151, -1.4063, -0.6196], [0.8746, 0.7396, 0.2173], [0.4340, -0.0955, 2.1677], [2.1424, -0.2492, 0.2985], [2.0943, 0.1742, -0.0746], [-0.2980, 0.6030, -0.1558], [-0.4588, -1.0165, -0.1652]]}

---

[2]
{"formula": "C4H10O2", "method": "the ωB97M-V functional and the def2-TZVPD basis", "charge": 0, "de_lowest_kcal_mol": 62.1, "smiles": "CC=O.CCO", "e_tot_ha": -308.79914, "lumo_ev": 0.762, "fmax_ev_per_a": 5.427, "gap_ev": 10.71, "elements": ["H", "H", "H", "H", "H", "H", "C", "O", "H", "H", "H", "O", "C", "H", "C", "C"], "coordinates": [[1.519, -0.618, 1.679], [-2.716, 2.894, 0.032], [-3.401, 1.182, -0.476], [-3.559, 2.765, -2.990], [3.175, -0.144, 0.906], [3.165, -2.224, 2.225], [2.272, -0.905, 0.855], [2.133, -3.556, 1.056], [2.750, -4.284, 0.934], [-2.069, 1.774, -1.389], [1.681, -0.932, -0.123], [-4.730, 3.679, -1.557], [-3.757, 2.904, -1.811], [3.656, -2.412, 0.343], [-2.959, 2.158, -0.810], [2.839, -2.283, 1.126]], "forces_ev_per_a": [[1.1200, -0.2572, -1.2412], [-0.1843, -1.4704, -0.9934], [-0.2175, 1.2328, -0.0052], [0.0415, 0.0256, 2.4148], [-1.9864, -1.6039, -0.4148], [0.4634, -0.1215, -1.6488], [-1.8054, 0.5788, 0.1294], [-1.4116, 1.3236, -0.2667], [0.1893, 0.5094, 0.0031], [-0.3615, 0.7735, 0.9922], [1.0693, 0.5858, 1.0814], [3.7060, -2.6919, -0.4280], [-4.4137, 2.4530, -1.9879], [-0.3156, 0.3427, 1.4762], [1.4314, -0.3254, 0.0086], [2.6751, -1.3549, 0.8802]]}

---

[3]
{"formula": "C4H10O2", "method": "the ωB97M-V functional and the def2-TZVPD basis", "charge": 0, "de_lowest_kcal_mol": 70.0, "e_tot_ha": -308.78663, "lumo_ev": 0.911, "fmax_ev_per_a": 3.012, "gap_ev": 10.69, "elements": ["H", "H", "C", "O", "H", "H", "C", "H", "C", "H", "H", "H", "H", "O", "C", "H"], "coordinates": [[-1.308, -1.107, -0.226], [-0.416, 3.099, 0.041], [0.045, -0.360, -0.068], [0.574, -0.400, -1.304], [0.811, 1.244, 1.120], [-0.779, -2.157, -0.347], [0.572, -1.545, 0.717], [0.050, -1.638, 1.674], [-0.342, 2.137, -0.478], [0.473, 2.204, -1.204], [-0.911, 0.942, 1.253], [1.652, -1.443, 0.895], [0.693, -1.383, -1.400], [0.254, -2.584, -0.175], [-0.093, 1.018, 0.532], [-1.273, 1.973, -1.029]], "forces_ev_per_a": [[1.3449, 2.2352, 0.3345], [-0.0109, -0.1679, -0.0817], [-1.7438, -0.5992, 0.1858], [0.2196, -0.1808, -0.2779], [-0.0922, -0.1819, -0.2060], [2.3787, -1.8452, 0.0807], [-0.1683, 0.5092, 0.2967], [0.1065, -0.0166, 0.0289], [-0.0281, -0.0171, -0.0085], [-0.1376, -0.0508, 0.1300], [0.0544, 0.1828, 0.0175], [-0.2004, -0.2277, -0.2744], [0.1831, 0.5550, -0.4826], [-1.8529, -0.0278, 0.1067], [-0.1636, -0.1713, 0.0928], [0.1106, 0.0041, 0.0574]]}

---

[4]
{"formula": "C4H10O2", "method": "the ωB97M-V functional and the def2-TZVPD basis", "charge": 0, "de_lowest_kcal_mol": 129.7, "e_tot_ha": -308.69149, "lumo_ev": 0.747, "fmax_ev_per_a": 0.322, "gap_ev": 9.22, "elements": ["H", "O", "H", "H", "H", "C", "H", "H", "H", "C", "O", "C", "H", "H", "H", "C"], "coordinates": [[1.577, -0.671, -0.176], [-0.032, -0.863, -1.443], [-1.823, 2.224, 1.482], [-0.237, 2.583, 2.221], [0.787, 1.497, 0.312], [0.481, -0.621, -0.129], [-0.804, 1.078, -0.362], [1.643, -1.951, -2.833], [-1.446, 1.624, 3.122], [-0.018, 0.743, 0.333], [-0.526, 0.609, 1.637], [0.176, -2.102, -1.885], [-0.310, -2.183, -2.872], [0.120, -1.395, 0.555], [1.441, -2.396, -2.094], [-1.029, 1.823, 2.132]], "forces_ev_per_a": [[-0.1509, 0.0125, 0.0245], [0.0050, -0.0620, -0.0109], [0.1139, -0.0763, 0.0895], [-0.1030, -0.1194, -0.0188], [-0.1174, -0.1093, 0.0175], [0.0819, 0.0839, 0.1425], [0.0836, -0.0505, 0.1110], [-0.2051, 0.0234, 0.0844], [0.0661, 0.0519, -0.1367], [0.1148, 0.0005, -0.2411], [0.0130, -0.0775, 0.0225], [0.0049, 0.1161, -0.2998], [0.0795, -0.0482, 0.0959], [0.0332, 0.0955, -0.0958], [0.1027, -0.0899, 0.0596], [-0.1224, 0.2494, 0.1555]]}

---

[5]
{"formula": "C4H10O2", "method": "the ωB97M-V functional and the def2-TZVPD basis", "charge": 0, "de_lowest_kcal_mol": 47.9, "smiles": "C/C=C/CO.O", "e_tot_ha": -308.82177, "lumo_ev": 0.839, "fmax_ev_per_a": 2.986, "gap_ev": 9.82, "elements": ["C", "O", "H", "O", "C", "H", "H", "H", "H", "H", "H", "C", "H", "H", "H", "C"], "coordinates": [[0.262, 0.271, -0.142], [-0.436, -1.222, -1.907], [1.633, 2.418, 2.014], [-1.251, -1.542, 1.169], [-0.296, 0.131, -1.554], [-1.331, 0.527, -1.669], [-1.772, -0.807, 0.823], [-1.727, -1.951, 1.893], [2.386, 0.963, 1.265], [1.058, 0.734, 2.436], [0.076, -1.833, -1.384], [0.549, 1.454, 0.444], [0.318, 0.647, -2.301], [0.851, -0.572, 0.184], [0.142, 2.291, -0.103], [1.446, 1.380, 1.663]], "forces_ev_per_a": [[1.3312, 1.9823, -1.2174], [-0.4772, -0.5522, -1.0063], [0.0644, -0.8677, 0.2498], [0.1947, -0.1793, -0.0789], [-0.9721, -0.1866, 0.7118], [0.6564, 0.1677, 0.2919], [-0.0426, -0.2118, 0.2642], [-0.3282, 0.1049, 0.0439], [-0.1116, 0.2157, 0.6250], [-0.1690, 0.0144, 0.2058], [0.3144, 0.1645, 0.4621], [-0.9223, -2.7645, -0.6510], [0.1878, 0.0058, 0.1772], [-0.3751, -0.5163, 0.3222], [0.1787, 0.7943, 0.7043], [0.4706, 1.8289, -1.1044]]}

---

[6]
{"formula": "C4H10O2P", "method": "the ωB97M-V functional and the def2-TZVPD basis", "charge": -1, "de_lowest_kcal_mol": 19.8, "smiles": "C=[P@]([O-])(O)C(C)C", "e_tot_ha": -650.26125, "lumo_ev": 4.066, "fmax_ev_per_a": 4.991, "gap_ev": 7.42, "elements": ["H", "C", "H", "H", "C", "O", "H", "C", "O", "H", "P", "H", "C", "H", "H", "H", "H"], "coordinates": [[0.042, -1.824, -1.202], [-0.931, 1.986, 0.882], [1.632, -2.034, -0.597], [1.927, 1.490, -0.094], [0.704, -0.265, 0.132], [-1.789, -1.048, 0.929], [-1.825, 2.524, 0.764], [1.495, 0.726, -0.729], [-1.782, 0.335, -1.164], [-2.519, -1.265, 0.335], [-1.169, 0.378, 0.294], [0.330, -2.488, 0.403], [0.617, -1.830, -0.350], [0.750, 1.257, -1.359], [2.217, 0.220, -1.424], [1.129, -0.240, 1.143], [-0.827, 2.077, 2.034]], "forces_ev_per_a": [[-1.5632, -0.4128, -1.8985], [0.0827, -1.0626, 2.9046], [1.0072, -0.6256, -0.5164], [0.4186, -0.0009, -0.0511], [-2.2060, -1.3615, 0.8976], [-0.2566, 0.6843, 0.8614], [-1.5269, 0.9912, -0.7868], [-1.0493, -0.5946, -1.2123], [0.8190, 0.1996, 2.7889], [0.0935, 0.1117, -0.0686], [2.0220, -0.6670, -4.5137], [-0.9059, -0.8814, 1.2454], [2.3307, 4.0897, 0.9897], [0.5503, -0.2130, 0.0806], [-0.2654, 0.4584, 0.7594], [-0.0761, -0.2099, 0.0128], [0.5255, -0.5056, -1.4927]]}

---

[7]
{"formula": "C4H10O2S", "method": "the ωB97M-V functional and the def2-TZVPD basis", "charge": 0, "de_lowest_kcal_mol": 84.5, "e_tot_ha": -706.95866, "lumo_ev": 0.652, "fmax_ev_per_a": 3.706, "gap_ev": 8.68, "elements": ["H", "C", "H", "H", "O", "H", "C", "C", "H", "H", "H", "H", "S", "H", "H", "O", "C"], "coordinates": [[-1.009, 0.185, 1.651], [-0.982, -1.532, 0.337], [0.641, 1.197, -0.708], [-0.927, -1.575, -0.705], [1.391, -0.803, 1.530], [2.475, -0.688, -2.533], [2.156, 0.231, -1.900], [0.812, 0.237, -1.176], [2.960, 0.295, -1.193], [-2.463, -0.913, 1.712], [-1.460, -2.453, 0.651], [0.259, -0.766, -2.633], [0.890, -1.513, 0.380], [2.211, 1.076, -2.563], [-2.439, 0.193, 0.331], [-0.231, -0.191, -1.995], [-1.767, -0.443, 1.011]], "forces_ev_per_a": [[-1.6367, -0.7189, -1.2125], [0.6447, -0.8399, 0.9659], [-0.4352, -0.1825, 0.5987], [-1.0529, 0.2473, -1.8621], [1.0642, 0.6615, 2.4997], [-1.2146, 1.0980, 1.0309], [0.2806, -1.4900, -0.3723], [0.7347, -3.1453, -0.1901], [0.4193, 0.3334, 0.5469], [0.2111, 0.2082, 0.0553], [0.8306, -0.6718, 0.1303], [-1.0756, 0.5324, 0.3804], [-1.8382, 1.8752, -2.6145], [0.0554, 0.5371, -0.3406], [1.4289, -0.6895, 0.8012], [1.1499, 0.1625, -1.0844], [0.4337, 2.0822, 0.6674]]}

---

[8]
{"formula": "C4H10O3", "method": "the ωB97M-V functional and the def2-TZVPD basis", "charge": -1, "s_squared": 0.76, "de_lowest_kcal_mol": 53.6, "spin_multiplicity": 2, "e_tot_ha": -383.98975, "lumo_ev": [2.973, 0.402], "fmax_ev_per_a": 4.735, "gap_ev": [5.68, 3.11], "elements": ["O", "H", "H", "H", "H", "O", "C", "H", "H", "H", "O", "H", "C", "H", "C", "C", "H"], "coordinates": [[2.480, -3.912, -2.050], [1.443, 0.106, -1.013], [1.920, -2.078, -0.838], [-1.722, 1.880, 2.140], [-0.606, -0.364, 1.356], [1.308, -1.645, -0.056], [-0.709, 1.593, 0.255], [-2.708, 0.958, 0.970], [-0.619, 1.963, -0.779], [1.870, 0.007, 0.750], [-2.572, 3.072, 0.775], [-1.012, -0.534, -0.368], [-1.969, 1.959, 1.064], [0.103, 2.093, 0.880], [-0.394, 0.036, 0.332], [1.099, -0.314, -0.048], [3.449, -3.787, -2.066]], "forces_ev_per_a": [[0.5342, 0.8638, 0.3339], [-0.6076, 0.4729, 0.2899], [-1.9560, 0.7523, 1.8949], [-0.2324, 0.0002, 0.1362], [0.2251, 0.3538, -0.7062], [1.1566, -4.0510, -2.1606], [1.7487, -0.9999, 1.6065], [0.8721, 2.2239, 0.1442], [-0.5231, -0.0361, 0.4624], [-1.3719, 0.9392, -0.7639], [-1.1190, 0.9516, -0.1332], [-0.1133, 0.1307, 0.0411], [0.2339, -3.2612, -0.8749], [-0.5359, -0.4413, -1.1084], [0.9579, 0.7648, -0.1357], [1.3179, 1.4681, 0.9947], [-0.5872, -0.1318, -0.0210]]}